Entry 1:
98
Properties=species:S:1:pos:R:3 method="wB97M-V/def2-TZVPD" gap_ev=7.000 homo_ev=-7.29 lumo_energy_ev=-0.2937 total_charge=0
Mg 6.47952 0.40223 -25.77003
O 7.02062 0.95455 -23.96386
C 5.98980 0.54209 -23.03543
C 5.11435 -0.71126 -23.60843
O 4.98696 -0.84365 -25.04144
H 5.29918 1.36954 -22.87273
H 6.30811 0.30024 -22.02139
H 4.10045 -0.63284 -23.21604
H 5.44438 -1.69528 -23.27538
C 1.39019 -1.33861 -19.13884
C 2.24658 -1.10127 -20.43597
C 2.10325 -2.30601 -21.35959
O 1.65503 -1.67373 -22.57463
C 1.42884 -0.39611 -22.34058
O 1.18257 0.40168 -23.21032
O 1.54471 -0.09749 -21.04319
H 1.42606 -0.63362 -18.30830
H 1.82157 -2.22638 -18.67638
H 0.34999 -1.52046 -19.40904
H 3.32082 -0.92952 -20.36830
H 1.34283 -2.96291 -20.93728
H 3.04188 -2.85984 -21.37852
C 6.47414 -3.31456 -20.50480
C 7.11125 -3.30327 -21.88954
C 8.06443 -2.11071 -22.00516
O 9.33868 -2.54356 -21.58861
C 9.27626 -3.87371 -21.73357
O 10.33270 -4.50476 -21.54734
O 8.01756 -4.32709 -22.03161
H 5.75987 -4.13757 -20.52859
H 5.78728 -2.48818 -20.32196
H 7.15337 -3.49124 -19.67081
H 6.43802 -3.30672 -22.74678
H 7.83944 -1.22783 -21.40682
H 8.26741 -1.89650 -23.05445
C 2.34362 -2.67387 -26.60130
C 3.40983 -3.63263 -26.00608
C 3.72576 -3.66826 -24.51596
O 3.20632 -4.90434 -24.14008
C 2.92907 -5.66222 -25.19819
O 2.72259 -6.81018 -25.22770
O 2.99091 -4.93045 -26.36706
H 2.48617 -2.91107 -27.65558
H 2.71207 -1.65377 -26.49294
H 1.27244 -2.80387 -26.44707
H 4.38925 -3.41185 -26.43045
H 3.21287 -2.87191 -23.97662
H 4.80684 -3.53548 -24.47452
C 3.37923 2.58120 -24.70566
S 4.02801 2.42191 -26.38329
O 5.37401 1.76481 -26.20841
C 2.79165 1.13060 -26.79303
H 2.35765 2.94795 -24.80546
H 3.92880 3.25775 -24.05118
H 3.37478 1.55680 -24.33326
H 2.64719 0.50164 -25.91460
H 3.09867 0.44740 -27.58492
H 1.89396 1.60895 -27.18471
C 7.38391 -3.25337 -26.52706
S 8.69665 -1.93068 -26.53957
O 7.93413 -0.82855 -25.86775
C 9.77582 -2.67298 -25.22399
H 6.79876 -2.69912 -27.26090
H 6.78187 -3.21855 -25.61907
H 7.79827 -4.21282 -26.83665
H 10.66787 -3.06307 -25.71406
H 9.19625 -3.36843 -24.61693
H 10.17560 -1.87438 -24.59908
C 8.49831 2.73353 -18.91903
S 8.72281 3.09262 -20.67115
O 9.75021 4.19791 -21.01365
C 9.25614 1.46320 -21.27015
H 9.35625 2.17265 -18.54826
H 7.62074 2.13363 -18.67800
H 8.54665 3.56312 -18.21366
H 8.35337 0.87261 -21.11420
H 10.19908 1.22441 -20.77828
H 9.31429 1.53391 -22.35631
C 4.36132 3.51391 -20.28159
S 2.68491 4.21081 -20.04951
O 2.15408 4.07575 -18.66604
C 3.10776 6.00101 -19.94736
H 4.42795 3.52728 -21.36947
H 4.42650 2.46600 -19.98880
H 5.14158 4.15743 -19.87517
H 3.21144 6.31701 -20.98538
H 3.97410 6.36154 -19.39278
H 2.18923 6.48359 -19.61341
C 6.46416 1.25041 -29.69666
S 6.78369 -0.41728 -28.98433
O 6.32220 -0.25449 -27.55724
C 5.51595 -1.28561 -29.96074
H 6.42434 1.20420 -30.78495
H 7.09128 2.08188 -29.37501
H 5.46973 1.50605 -29.33079
H 5.39932 -2.34357 -29.72575
H 5.88226 -1.23018 -30.98585
H 4.66504 -0.61527 -29.83953

Entry 2:
9
Properties=species:S:1:pos:R:3 method="wB97M-V/def2-TZVPD" gap_ev="10.115 / 8.434" homo_ev="-10.00 / -9.22" lumo_energy_ev="0.1191 / -0.7893" total_charge=0
C -0.60227 -0.74061 0.50524
C -1.67925 -0.30066 -0.05756
C 1.65030 0.55097 -0.22974
F -2.91868 -0.78528 0.13340
F -1.75736 0.71164 -0.91716
F 2.58172 -0.13999 0.38861
F 1.47794 1.74091 0.29900
H -0.35598 -1.51767 1.18450
H 1.60359 0.48070 -1.30629

Entry 3:
26
Properties=species:S:1:pos:R:3 method="wB97M-V/def2-TZVPD" gap_ev=8.435 homo_ev=-8.64 lumo_energy_ev=-0.2062 total_charge=0
N 1.88247 3.27024 0.30075
P 2.83349 1.87044 -0.21384
O 2.77104 1.79901 -1.91246
Si 1.69464 0.04166 0.41658
O 0.77283 -0.60231 -0.89470
Si -0.74693 0.15339 -1.06815
P -2.33614 -1.23115 -0.39178
P -4.07642 -0.03490 0.20228
O -3.92318 1.42756 -0.13370
O -4.11539 -0.18997 1.86959
O -5.43861 -0.74486 -0.44381
P 3.19546 -1.55648 0.89098
O 4.33634 -1.06217 1.73284
O 3.69283 -2.13578 -0.61645
O 2.30439 -2.79802 1.56301
H 1.94070 3.32884 1.31535
H 0.89982 3.16679 0.04820
H 2.07035 2.40290 -2.18972
H 0.88819 0.33992 1.61072
H -0.94081 0.35844 -2.52003
H -0.81482 1.48122 -0.44023
H -2.83742 -2.02357 -1.46337
H -4.46747 0.62899 2.23736
H -5.26107 -1.69358 -0.48591
H 2.89268 -2.56155 -0.95839
H 2.78305 -3.63506 1.54485

Entry 4:
13
Properties=species:S:1:pos:R:3 method="wB97M-V/def2-TZVPD" gap_ev=10.707 homo_ev=-10.13 lumo_energy_ev=0.5720 total_charge=0
N 2.12441 0.06123 -0.60068
C 1.55411 1.14064 -0.56354
O 0.90561 2.10868 -0.50488
H 3.11705 0.01889 -0.75085
C -1.49993 0.25119 0.00088
C -0.44363 -0.54079 0.77073
O -0.31644 -1.84305 0.22948
H -1.75120 1.21677 0.45385
H -2.39760 -0.37347 -0.00237
H -1.23013 0.43774 -1.04764
H -0.75108 -0.63414 1.81298
H 0.55614 -0.11351 0.82191
H 0.13268 -1.73018 -0.61989

Entry 5:
44
Properties=species:S:1:pos:R:3 method="wB97M-V/def2-TZVPD" gap_ev=6.808 homo_ev=-6.81 lumo_energy_ev=0.0023 total_charge=0
C 4.28630 -0.03460 -0.12168
C 3.63714 1.11560 0.30003
C 2.30705 1.08633 0.74334
C 1.63556 -0.14874 0.87946
C 2.25557 -1.28701 0.34143
C 3.57769 -1.23507 -0.13203
C 1.70962 2.44432 1.05139
C 0.80341 3.00820 -0.04105
N 1.29375 3.44631 -1.29966
Be -0.02859 -0.40975 1.63553
C 1.61522 -2.66049 0.29387
P -0.02264 -2.95787 -0.45394
H 4.17664 2.07541 0.29160
H 4.04767 -2.14457 -0.49193
H 5.32332 0.00129 -0.45381
H 1.50062 -3.03921 1.31789
H 2.25787 -3.34978 -0.27530
H 1.03367 2.32707 1.90445
H 2.48117 3.17458 1.31221
H 0.11583 2.21651 -0.31340
C -0.08242 -4.71326 -0.78808
C -0.23505 -1.92436 -1.90382
H 0.19461 3.83565 0.36841
C 2.64524 3.83197 -1.54423
C 0.27650 3.70591 -2.29311
H -0.98626 -2.70667 0.63689
H 3.07398 4.32394 -0.66807
H 3.27619 2.95765 -1.77476
H 2.68197 4.51609 -2.41454
H -0.49071 4.39516 -1.89536
H 0.71393 4.14205 -3.21689
H -0.25130 2.77003 -2.54479
H 0.05659 -2.48805 -2.80735
H -1.28019 -1.62070 -1.96842
H 0.37683 -1.00738 -1.85428
H 0.51904 -5.26571 -0.05402
H -1.12342 -5.05003 -0.69830
H 0.28685 -4.91844 -1.79399
H -0.84081 -2.29811 1.57340
O -1.58123 1.08716 -1.23612
Cl -2.06615 0.79290 0.13673
O -2.56805 -0.57310 0.22955
O -0.74572 0.83633 1.06922
O -0.40629 -1.68464 2.31290

Entry 6:
58
Properties=species:S:1:pos:R:3 method="wB97M-V/def2-TZVPD" s_squared=8.77 gap_ev="6.284 / 3.917" homo_ev="-8.15 / -7.87" lumo_energy_ev="-1.8692 / -3.9558" spin_multiplicity=6 total_charge=0
Fe -0.99554 0.92180 2.05979
C 2.48751 4.51009 2.71342
C 1.36977 3.50129 2.74547
O 0.20812 3.63922 2.34314
O 1.44783 2.34047 3.18719
H 2.98084 4.70887 3.66485
H 2.17721 5.45048 2.25792
H 3.18977 4.09898 1.98823
C 0.05453 -1.78942 -2.11744
C -0.26457 -0.95504 -0.86547
O -1.24040 -1.14828 -0.14769
O 0.41204 0.02360 -0.47251
H 1.02624 -2.24721 -1.93219
H -0.18841 -1.26639 -3.04239
H -0.60107 -2.66016 -2.10843
C -5.29726 0.68172 4.51563
C -3.99073 0.99635 3.95052
O -2.87334 0.69996 4.42566
O -3.85158 1.44665 2.79748
H -5.53549 -0.34451 4.79530
H -6.08919 1.07930 3.88090
H -5.39179 1.19408 5.47304
C 1.59523 -1.93642 6.11686
O 1.16616 -3.08586 5.42773
C 0.71995 -3.01600 4.17711
O 0.35689 -1.98418 3.54444
O 0.55523 -4.34935 3.75724
C -0.16147 -4.63087 2.59837
H 1.98904 -2.09232 7.12121
H 0.82315 -1.17402 6.22049
H 2.49392 -1.49647 5.68455
H -0.10792 -5.67711 2.29736
H 0.23591 -4.02900 1.78109
H -1.17231 -4.27900 2.80446
C 3.95467 -3.97891 -5.42709
O 3.53806 -2.77921 -6.14931
C 3.95857 -1.51718 -5.83481
O 3.86449 -0.56923 -6.64610
O 4.57072 -1.51197 -4.56847
C 4.86994 -0.34766 -4.02172
H 4.91616 -3.85247 -4.92945
H 4.15558 -4.74673 -6.17421
H 3.29708 -4.36617 -4.64881
H 5.85499 -0.31468 -3.55624
H 4.04878 0.06063 -3.43258
H 4.95759 0.38402 -4.82488
C -2.41869 5.23487 -2.71243
O -3.52614 4.28441 -2.83880
C -3.27039 3.04817 -2.35847
O -2.55103 2.70008 -1.41843
O -4.19071 2.24559 -2.95165
C -4.29307 0.79521 -2.75947
H -1.85686 5.36381 -3.63753
H -1.70221 4.96644 -1.93609
H -2.71134 6.27373 -2.56004
H -5.30662 0.50849 -3.03989
H -4.06651 0.61280 -1.70899
H -3.62135 0.37474 -3.50787

Energy relative to the best compared isomer or geometry (same formula, charge and spin) readings, ordered: 87.2, 104.8, 35.5, 34.0, 0.0, 271.2 kcal per mole